Here is a molecular structure, C21H36GeN4O3PtSSi2 from the Open Molecules 2025 dataset. Energies are from ωB97M-V with the def2-TZVPD basis set.

Geometry as ORCA input:
```
! wB97M-V def2-TZVPD RIJCOSX def2/J DEFGRID3
* xyz -2 3
Pt 1.059 -0.984 1.141
Ge 3.664 0.947 0.284
S -3.692 7.459 -0.639
Si 0.534 -3.907 -0.313
Si -1.647 -2.676 1.629
O -5.120 7.269 -0.435
O -2.876 7.298 0.547
O -3.340 8.594 -1.472
N -2.621 5.005 -1.124
N -0.184 0.772 0.021
N -3.684 6.073 -2.952
N 2.275 -2.343 3.749
C -0.521 0.695 -1.261
C -2.333 3.954 -1.885
C -2.162 -1.070 2.471
C -1.070 -3.870 2.965
C -1.593 2.837 -1.231
C 2.855 2.385 -0.794
C 1.830 -1.809 2.817
C 1.396 -3.488 -1.941
C -2.707 3.918 -3.220
C -0.541 1.869 0.688
C -3.259 -3.366 0.905
C -3.272 6.021 -1.683
C 1.819 -4.660 0.825
C 5.586 0.934 -0.200
C 3.576 1.453 2.178
C -1.223 1.689 -1.919
C -3.394 5.021 -3.699
C -0.363 -2.426 0.327
C -0.643 -5.341 -0.746
C -1.237 2.920 0.111
C 2.807 -0.744 -0.108
H -0.243 1.904 1.729
H 3.942 2.471 2.334
H 3.012 2.178 -1.856
H 6.065 1.897 0.003
H -2.539 -0.345 1.742
H 2.549 1.382 2.543
H -1.134 -5.736 0.147
H 1.780 2.456 -0.621
H 2.392 -5.412 0.271
H 3.468 -1.578 0.142
H -0.194 -0.198 -1.783
H 3.302 3.355 -0.567
H -0.085 -6.162 -1.212
H 1.642 -4.404 -2.490
H -3.132 -4.369 0.492
H -0.126 -3.538 3.401
H -1.817 -3.936 3.764
H -2.489 3.083 -3.868
H -0.861 -1.973 -0.546
H -4.036 -3.407 1.677
H 6.110 0.162 0.369
H -1.455 1.553 -2.966
H 4.174 0.766 2.779
H 5.701 0.708 -1.263
H -1.505 3.799 0.681
H 2.506 -3.908 1.218
H -1.425 -5.026 -1.444
H 2.596 -0.784 -1.179
H 1.359 -5.151 1.686
H 2.320 -2.935 -1.762
H 0.754 -2.872 -2.579
H -2.957 -1.262 3.199
H -3.624 -2.717 0.102
H -3.725 5.055 -4.733
H -0.928 -4.876 2.560
H -1.319 -0.609 2.993
*
```

The value obtained for the HOMO energy (spin up / spin down) is -1.6 / -3.7 eV. The energy relative to the best compared isomer or geometry (same formula, charge and spin) comes out at 0.000 eV. The value obtained for the LUMO energy (spin up / spin down) is 3.83 / 3.79 eV. The expectation value of S² is 2.005. Its HOMO-LUMO gap (spin up / spin down) is 5.38 / 7.47 eV.

***

Here is a molecular structure, C21H36GeN4O3PtSSi2 from the Open Molecules 2025 dataset. Energies are from ωB97M-V with the def2-TZVPD basis set.

Geometry as ORCA input:
```
! wB97M-V def2-TZVPD RIJCOSX def2/J DEFGRID3
* xyz -2 3
Pt 1.321 -1.404 0.204
Ge 4.781 -0.332 -0.271
S -8.062 0.113 1.649
Si 0.731 1.061 -1.576
Si 0.897 1.613 1.649
O -7.106 1.011 2.270
O -9.035 0.774 0.793
O -8.635 -0.876 2.557
N -7.804 -1.646 -0.378
N -0.769 -1.498 0.160
N 1.498 -4.327 1.409
N -5.766 -0.908 0.621
C -5.040 -1.683 -0.219
C 6.509 -1.267 -0.169
C 1.004 0.528 3.184
C 4.739 0.387 -2.097
C 3.402 -1.625 0.140
C -1.372 -2.202 -0.855
C -5.709 -2.486 -1.161
C 2.019 3.095 1.948
C 4.949 1.150 1.008
C -1.104 1.361 -1.615
C -2.718 -2.293 -1.008
C 1.492 0.700 0.120
C -7.086 -0.919 0.498
C 1.424 -3.249 0.994
C 1.129 -0.244 -2.886
C 1.540 2.664 -2.164
C -0.797 2.400 1.538
C -3.613 -1.649 -0.093
C -7.083 -2.422 -1.182
C -2.971 -0.961 0.988
C -1.620 -0.929 1.085
H 2.087 -0.037 -3.373
H 5.047 -0.394 -2.797
H -7.649 -3.033 -1.884
H 3.726 -2.061 1.091
H -3.094 -2.857 -1.852
H -5.176 -3.145 -1.833
H -3.588 -0.472 1.732
H 2.546 0.969 0.022
H -0.705 -2.679 -1.562
H 3.040 2.809 2.210
H -1.140 -0.443 1.924
H 7.321 -0.567 -0.388
H 1.923 0.739 3.739
H -1.687 0.535 -1.204
H -1.601 1.735 1.222
H -1.411 1.503 -2.657
H 2.564 2.774 -1.795
H 3.745 0.730 -2.384
H 1.614 3.699 2.767
H 4.563 2.086 0.599
H 5.998 1.291 1.275
H 0.346 -0.248 -3.650
H 5.434 1.226 -2.186
H -0.764 3.242 0.838
H -1.054 2.801 2.524
H 1.192 -1.254 -2.480
H 6.671 -1.683 0.828
H 1.013 -0.532 2.928
H 2.064 3.729 1.054
H 0.964 3.526 -1.811
H 6.554 -2.086 -0.891
H 3.570 -2.425 -0.592
H -1.368 2.263 -1.063
H 1.568 2.698 -3.258
H 0.155 0.699 3.853
H 4.386 0.920 1.916
*
```

The value obtained for the HOMO energy (spin up / spin down) is -0.4 / -2.9 eV. The energy relative to the best compared isomer or geometry (same formula, charge and spin) comes out at 0.604 eV. The value obtained for the LUMO energy (spin up / spin down) is 3.78 / 2.00 eV. The expectation value of S² is 2.027. Its HOMO-LUMO gap (spin up / spin down) is 4.18 / 4.94 eV.

***

Here is 3 unconnected molecules or ions with the total composition C21H36NO9P in a non-equilibrium geometry from the Open Molecules 2025 dataset. Energies are from ωB97M-V with the def2-TZVPD basis set.

Geometry as ORCA input:
```
! wB97M-V def2-TZVPD RIJCOSX def2/J DEFGRID3
* xyz 0 1
P 2.589 -1.198 2.501
O -1.110 0.938 -6.776
O 5.854 -1.336 1.819
O 1.610 0.182 2.519
O 0.937 1.554 -4.354
O 6.437 -2.794 -2.534
O -2.183 0.990 3.416
O -4.539 2.643 4.890
O -2.386 1.115 6.463
O -0.080 -1.276 -4.911
N 6.451 -1.922 -0.348
C 1.707 0.361 -4.422
C -1.265 -0.486 -4.827
C 2.785 -1.863 0.749
C -1.858 -0.111 -6.176
C -2.423 2.481 6.052
C -2.087 -0.094 4.329
C -3.818 3.085 6.032
C 1.634 -2.297 -0.048
C -1.107 0.872 -8.187
C -2.937 0.158 5.564
C -5.928 2.549 5.122
C 4.351 -2.501 -1.196
C 0.902 2.110 -3.055
C 1.859 -2.838 -1.387
C 1.092 -0.627 -5.400
C -0.965 1.247 2.743
C 1.553 -2.540 3.343
C 5.529 -1.677 0.718
C 3.213 -2.935 -2.000
C 5.863 -2.478 -1.534
C 4.109 -1.990 0.160
H -1.047 -0.260 4.634
H 2.167 0.975 2.576
H 1.798 -0.121 -3.442
H -3.965 0.407 5.302
H 0.601 -2.248 0.358
H -0.152 1.400 3.457
H -3.739 4.178 5.971
H 1.559 -2.435 4.451
H -4.342 2.816 6.956
H 0.999 -3.200 -1.988
H 1.819 -1.428 -5.560
H 0.555 1.371 -2.323
H 0.197 2.941 -3.060
H 2.709 0.643 -4.767
H -2.980 -0.777 6.130
H -0.404 1.620 -8.556
H 3.410 -3.346 -3.012
H -0.771 -0.111 -8.533
H -1.108 0.391 -4.198
H -6.383 2.074 4.252
H 1.893 2.482 -2.771
H -0.722 0.422 2.068
H 2.026 -3.505 3.012
H 0.520 -2.506 2.899
H -6.365 3.544 5.257
H -6.138 1.925 5.998
H -2.453 -0.990 3.812
H -1.837 3.021 6.801
H -1.879 -0.996 -6.821
H 7.302 -2.440 -0.125
H -2.104 1.089 -8.584
H -1.911 2.617 5.099
H -1.993 -1.117 -4.309
H 0.915 -0.172 -6.375
H -2.883 0.253 -6.034
H -1.084 2.162 2.162
*
```

The value obtained for the HOMO energy is -8.4 eV. The value obtained for the LUMO energy is -0.64 eV. Its HOMO-LUMO gap is 7.77 eV. The SMILES is CP(O)c1cccc2c1C(=O)NC2=O.COCCOCCOC.COCCOCCOC.